Record 1
The following is a quantum chemistry calculation of a molecular structure, C11H27Br3NbO4 in a non-equilibrium geometry, from OMol25.

Frontier orbital gap, eV: 6.14
E_HOMO, eV: -4.53
Energy, Ha: -8515.076400
Net charge: -1

```
46
Properties=species:S:1:pos:R:3:mulliken_charge:R:1
C 4.37 1.46 -0.95 -1.603
C 3.99 0.26 -0.08 1.058
C 5.14 -0.75 -0.03 -1.520
C 2.69 -0.44 -0.53 0.621
C 1.98 -1.02 0.68 -1.406
C 1.75 0.44 -1.36 -0.953
O 0.38 0.06 -1.22 -0.570
Nb -0.84 0.76 -2.69 -0.551
C -2.83 0.10 -1.80 -0.598
O -2.61 -0.91 -0.80 -0.166
C -3.75 -1.50 -0.34 -0.606
O -4.50 -0.65 0.52 -0.369
C -5.79 -0.34 0.08 -0.279
C -6.36 0.71 0.98 -0.535
O -5.81 1.97 0.62 -0.493
H 5.43 1.67 -0.87 0.421
H 4.12 1.30 -1.99 0.320
H 3.86 2.36 -0.63 0.391
H 3.82 0.59 0.94 -0.065
H 5.12 -1.39 -0.91 0.394
H 5.08 -1.37 0.86 0.298
H 6.10 -0.25 -0.01 0.409
H 2.97 -1.29 -1.16 0.139
H 1.63 -0.23 1.34 0.334
H 1.13 -1.62 0.38 0.363
H 2.67 -1.66 1.23 0.213
H 2.01 0.30 -2.40 0.530
H 1.83 1.49 -1.11 0.350
H -1.12 2.43 -1.94 -0.028
H 0.44 1.73 -3.60 0.013
H -0.49 -0.75 -3.72 -0.064
H -1.86 1.24 -4.12 0.032
H -3.34 0.95 -1.34 0.320
H -3.47 -0.29 -2.59 0.359
H -3.44 -2.36 0.25 0.198
H -4.39 -1.81 -1.17 0.483
H -5.76 0.07 -0.93 0.346
H -6.43 -1.23 0.09 0.339
H -7.45 0.74 0.88 0.303
H -6.12 0.46 2.01 0.313
H -5.84 2.55 1.37 0.286
C 3.04 -0.78 5.30 -0.295
Br 2.57 0.82 4.35 -0.024
Br 3.08 -2.31 4.15 -0.012
Br 4.71 -0.57 6.24 -0.038
H 2.28 -0.95 6.04 0.343
```

---

Record 2
The following is a quantum chemistry calculation of 3 unconnected molecules or ions with the total composition C11H27Br4N4 in a non-equilibrium geometry, from OMol25.

Frontier orbital gap, eV: 9.52
E_HOMO, eV: -12.07
Energy, Ha: -10950.163054
Net charge: +1

```
46
Properties=species:S:1:pos:R:3:mulliken_charge:R:1
N -3.09 -1.36 1.47 -0.718
C -3.94 -0.71 0.45 1.465
N -4.90 0.19 1.13 -0.685
N -4.73 -1.80 -0.16 -0.631
C -3.13 -0.02 -0.69 -1.682
N -1.66 -0.12 -0.53 0.286
C -1.04 1.02 -1.29 -0.734
C 0.39 1.17 -0.68 -0.184
C 1.19 -0.19 -0.63 0.202
C 0.42 -1.23 -1.52 -0.733
C -1.10 -1.36 -1.15 -0.648
H -3.74 -1.77 2.13 0.344
H -2.68 -0.59 2.01 0.223
H -4.77 1.17 0.88 0.218
H -4.79 0.16 2.14 0.267
H -5.22 -1.46 -0.98 0.256
H -5.37 -2.14 0.55 0.323
H -3.50 1.02 -0.78 0.428
H -3.41 -0.51 -1.64 0.296
H -1.33 0.00 0.43 0.351
H -1.05 0.85 -2.38 0.291
H -1.55 1.98 -1.09 0.456
H 0.95 2.00 -1.15 0.023
H 0.22 1.47 0.38 0.052
H 1.32 -0.57 0.40 -0.102
H 2.20 0.02 -1.02 0.155
H 0.95 -2.19 -1.56 0.439
H 0.46 -0.82 -2.55 0.295
H -1.63 -1.60 -2.09 0.284
H -1.23 -2.24 -0.50 0.404
Br 3.21 3.52 -2.00 -0.128
C 4.01 2.05 -3.00 -0.492
C 5.15 1.43 -2.23 -0.620
Br 6.75 2.53 -2.31 -0.126
H 4.32 2.45 -3.96 0.443
H 3.21 1.33 -3.14 0.213
H 5.44 0.48 -2.68 0.388
H 4.92 1.27 -1.18 0.335
Br 4.03 -0.89 2.41 -0.116
C 3.08 -0.64 4.09 -0.560
C 1.60 -0.86 3.92 -0.631
Br 0.76 0.68 3.06 -0.140
H 3.33 0.35 4.46 0.373
H 3.50 -1.39 4.77 0.351
H 1.11 -0.95 4.89 0.389
H 1.36 -1.73 3.32 0.380
```

---

Record 3
The following is a quantum chemistry calculation of a molecular structure, C11H27Br9N5O5P in a non-equilibrium geometry, from OMol25.

Frontier orbital gap, eV: 6.49
E_HOMO, eV: -7.94
Energy, Ha: -24591.368655

```
58
Properties=species:S:1:pos:R:3:mulliken_charge:R:1
C 2.28 1.37 -4.71 -0.925
N 3.02 1.81 -3.46 0.762
O 2.69 1.24 -2.40 -0.306
O 3.99 2.45 -3.64 -0.568
H 1.59 2.18 -4.92 0.314
H 1.74 0.44 -4.55 0.156
H 3.03 1.30 -5.49 0.350
C -3.50 -2.68 -0.86 -0.754
N -3.37 -4.09 -0.62 1.037
O -3.46 -4.83 -1.52 -0.567
O -3.16 -4.48 0.57 -0.591
H -2.79 -2.52 -1.67 0.319
H -3.17 -2.23 0.08 0.247
H -4.46 -2.27 -1.19 0.291
O -1.84 -0.98 1.07 -0.594
P -0.89 -0.14 1.86 -0.090
N -1.43 1.45 2.02 0.310
C -1.50 2.27 0.77 -0.686
C -2.67 1.62 2.76 -1.029
N 0.68 0.25 1.16 0.168
C 0.91 0.01 -0.30 -0.557
C 1.79 0.88 1.92 -0.700
N -0.40 -0.68 3.43 0.376
C -0.15 -2.13 3.66 -1.063
C -0.04 0.20 4.53 -1.219
H -2.37 1.98 0.17 0.307
H -0.59 2.08 0.20 -0.068
H -1.75 3.32 0.97 0.346
H -3.03 2.63 2.94 0.326
H -2.56 1.14 3.73 0.278
H -3.43 1.02 2.26 0.366
H 1.72 0.66 -0.65 -0.395
H 1.20 -1.02 -0.48 0.209
H -0.02 0.24 -0.82 1.794
H 2.20 0.19 2.66 0.390
H 2.57 1.29 1.27 0.476
H 1.45 1.77 2.45 0.173
H -0.93 -2.41 4.37 0.370
H -0.21 -2.82 2.82 0.286
H 0.83 -2.31 4.11 0.334
H 0.90 -0.21 4.91 0.428
H -0.71 0.11 5.38 0.335
H 0.13 1.23 4.23 0.338
C -0.50 -0.52 -2.60 0.093
Br -1.70 0.81 -3.41 -0.134
Br 1.06 -0.77 -3.91 -0.015
Br -1.43 -2.20 -2.19 0.174
H -0.26 -0.17 -1.60 -1.073
C 1.33 2.78 -1.08 -0.591
Br 1.24 2.56 0.95 -0.096
Br 0.63 4.56 -1.58 -0.105
Br 0.35 1.24 -2.04 0.067
H 2.40 2.81 -1.29 0.708
C 2.41 -2.07 -2.15 0.170
Br 1.31 -3.25 -1.07 -0.087
Br 4.04 -3.07 -2.83 -0.070
Br 3.05 -0.39 -1.26 -0.129
H 1.78 -1.67 -2.95 0.110
```

---

Record 4
The following is a quantum chemistry calculation of a molecular structure, C11H27Cl2N2OP2PtS in a non-equilibrium geometry, from OMol25.

Frontier orbital gap (spin up / spin down), eV: 7.81 / 5.18
Multiplicity: 5
E_HOMO (spin up / spin down), eV: -18.92 / -19.13
Energy, Ha: -2739.511128
Net charge: +3
<S²>: 6.029
ΔE to the lowest compared entry with this formula, charge and spin, kcal per mole: 56.3

```
47
Properties=species:S:1:pos:R:3:mulliken_charge:R:1
C 1.64 -2.20 -2.60 -0.967
C 0.94 -1.38 -1.58 -0.110
H 1.10 -3.15 -2.79 0.406
H 2.65 -2.35 -2.20 0.262
H 1.75 -1.60 -3.54 0.249
O -0.28 -1.61 -1.27 -0.480
Cl 3.40 1.18 -1.35 -0.202
Pt 1.46 0.33 -0.79 1.669
P 2.07 -0.92 1.15 0.363
C 0.72 -2.02 1.66 -0.767
C 3.59 -1.90 0.88 -1.137
H 3.98 -2.31 1.81 0.474
H 2.97 -0.36 3.34 0.478
H 4.31 -1.25 0.43 0.418
H 2.90 1.05 2.24 0.385
H 0.44 -2.69 0.83 0.336
H 3.43 -2.69 0.16 0.343
C 2.37 0.15 2.58 -1.095
H 0.96 -2.62 2.55 0.498
H 1.44 0.50 3.03 0.302
H -0.19 -1.44 1.90 0.080
P -0.43 1.29 -2.08 0.320
C -2.00 0.39 -1.91 -1.068
C -0.73 3.06 -1.84 -1.076
H 1.01 1.65 -3.95 0.405
H -0.71 1.55 -4.48 0.493
H 0.21 0.09 -4.12 0.268
C 0.06 1.13 -3.83 -1.117
H 0.23 3.53 -1.64 0.370
H -1.20 3.49 -2.73 0.473
H -2.72 0.58 -2.71 0.545
H -2.48 0.60 -0.95 0.339
H -1.36 3.22 -0.96 0.367
H -1.83 -0.69 -1.93 0.341
Cl 1.87 3.24 0.52 0.024
S -0.24 1.69 1.09 -0.173
C -1.52 0.73 1.60 0.760
N -2.12 -0.46 1.32 -0.147
C -3.32 -0.62 2.11 -0.528
C -3.37 0.65 2.99 -0.604
N -2.19 1.34 2.58 -0.273
H -1.95 -1.05 0.48 0.262
H -3.25 -1.51 2.77 0.348
H -4.23 -0.68 1.48 0.343
H -3.28 0.47 4.07 0.323
H -4.24 1.32 2.78 0.330
H -1.85 2.25 2.87 0.167
```

---

Record 5
The following is a quantum chemistry calculation of a molecular structure, C11H27Cl2O2P2V in a non-equilibrium geometry, from OMol25.

Frontier orbital gap (spin up / spin down), eV: 6.65 / 6.94
Multiplicity: 3
E_HOMO (spin up / spin down), eV: -16.42 / -16.42
Energy, Ha: -3132.331455
Net charge: +2
<S²>: 2.142
ΔE to the lowest compared entry with this formula, charge and spin, kcal per mole: 16.5

```
45
Properties=species:S:1:pos:R:3:mulliken_charge:R:1
C 2.75 -1.08 1.08 -1.057
C 1.88 0.13 0.95 0.811
H 3.47 -0.94 1.89 0.410
H 3.28 -1.24 0.12 0.271
H 2.14 -1.97 1.29 0.208
O 2.05 1.28 1.30 -0.319
Cl 0.60 -2.07 -0.99 -0.266
V -0.13 -0.18 -0.20 -0.094
P 0.93 0.99 -1.99 1.381
C 1.01 2.79 -1.92 -1.053
C 2.62 0.42 -2.36 -1.187
H 2.92 0.85 -3.32 0.478
H 0.52 0.85 -4.35 0.471
H 2.62 -0.68 -2.40 0.345
H -0.27 -0.49 -3.45 0.392
H 1.59 3.07 -1.03 0.354
H 3.29 0.75 -1.56 0.353
C -0.05 0.58 -3.46 -1.228
H 1.51 3.15 -2.83 0.430
H -1.00 1.12 -3.42 0.255
H 0.00 3.20 -1.83 0.224
P -1.09 -1.19 1.77 1.563
C -1.80 -0.05 2.99 -1.027
C -2.52 -2.17 1.20 -1.462
H 0.32 -3.13 2.07 0.361
H -0.72 -2.81 3.52 0.473
H 0.75 -1.81 3.21 0.386
C -0.08 -2.36 2.75 -1.268
H -2.26 -2.63 0.24 0.433
H -2.78 -2.94 1.93 0.433
H -2.27 -0.63 3.80 0.452
H -2.53 0.59 2.51 0.030
H -3.36 -1.49 1.02 0.434
H -1.00 0.58 3.40 0.392
Cl -2.30 -0.60 -1.34 -0.346
C -2.90 2.77 -1.57 -1.046
C -2.35 2.37 -0.18 0.881
C -3.04 2.92 1.06 -1.253
O -1.24 1.80 0.04 -0.640
H -3.68 3.54 -1.41 0.435
H -3.35 1.91 -2.11 0.267
H -2.07 3.19 -2.16 0.253
H -3.56 2.09 1.57 0.235
H -2.19 3.24 1.69 0.361
H -3.72 3.74 0.78 0.473
```